1.
DFT (ωB97M-V with the def2-TZVPD basis set) results for C23H27N3O4S in the gas phase at a distorted geometry.

Its structure (SMILES) is Cc1cccc(NS(=O)(=O)c2ccc(C(=O)NC[C@@H](c3ccco3)N(C)C)cc2)c1C. Its charge is 0. Its energy above the lowest of the compared OMol25 structures with the same formula, charge and spin is 2.5481 eV. The HOMO-LUMO gap is 9.073 eV.

The geometry in XYZ format:
```
58
Properties=species:S:1:pos:R:3:forces:R:3
S 4.188 -2.316 0.539 -0.033 -0.101 -0.379
O -1.086 1.037 -1.584 -0.011 -0.096 -0.268
O -2.878 -1.499 -0.532 0.135 0.071 0.426
O 4.363 -3.521 -0.216 -0.140 0.114 -0.227
O 4.599 -2.288 1.907 -0.193 0.335 0.046
N -1.813 0.845 0.553 -0.049 0.136 0.308
N 5.005 -1.117 -0.319 -0.084 -0.821 0.182
N -4.113 -0.270 1.812 -0.015 0.022 -0.144
C 0.695 -1.160 -1.045 -0.005 0.041 0.069
C -2.891 -2.286 -1.621 -0.356 -0.353 -0.789
C -3.116 1.401 0.289 -0.281 0.181 -0.019
C 2.029 -0.850 1.371 -0.033 -0.116 0.198
C -3.985 -2.032 -2.385 0.502 -0.208 0.168
C 3.545 2.677 0.597 -0.005 -0.020 -0.002
C -3.981 -0.722 -0.588 -0.950 0.295 -0.401
C 3.823 0.927 -1.040 0.087 -0.147 0.043
C 4.763 0.707 1.183 0.095 0.147 -0.078
C 0.871 -0.132 1.129 -0.075 -0.052 -0.145
C -4.457 0.685 2.849 0.078 0.009 -0.008
C -4.698 -1.010 -1.711 0.253 0.209 0.609
C 3.320 2.182 -0.680 0.045 0.026 0.135
C -4.199 0.314 0.472 0.479 0.005 -0.086
C 0.218 -0.264 -0.092 0.214 -0.109 -0.069
C 1.845 -1.887 -0.798 -0.102 -0.114 -0.102
C 2.510 -1.705 0.398 0.513 -0.219 0.218
C 3.571 0.417 -2.430 0.057 0.052 0.092
C 4.540 0.193 -0.090 0.017 0.864 0.312
C 2.506 2.979 -1.653 0.008 -0.035 0.016
C -0.956 0.584 -0.462 0.130 0.160 0.269
C 4.268 1.950 1.524 -0.008 -0.072 0.041
C -4.945 -1.454 1.937 0.051 -0.109 0.020
H -2.080 -2.978 -1.731 0.152 -0.071 0.075
H 2.580 -0.749 2.292 0.016 0.097 0.110
H -4.822 -1.862 2.938 -0.046 -0.037 0.027
H 0.510 0.568 1.866 -0.024 0.079 0.078
H -6.011 -1.238 1.773 -0.038 0.000 0.003
H 3.848 -0.627 -2.548 -0.062 -0.035 -0.102
H -4.629 -2.208 1.221 -0.052 -0.066 0.007
H -4.418 0.180 3.812 -0.011 0.048 0.046
H 5.311 0.103 1.887 0.109 0.002 0.097
H -5.615 -0.553 -2.022 -0.205 0.150 0.010
H 0.170 -1.248 -1.984 -0.034 0.000 -0.095
H -5.466 1.104 2.716 -0.035 0.026 0.008
H 3.148 3.645 0.865 -0.039 0.111 0.003
H -1.772 0.266 1.380 0.084 -0.108 -0.114
H -4.255 -2.504 -3.307 0.021 -0.155 -0.190
H 4.140 1.003 -3.153 0.009 -0.013 -0.106
H 1.567 2.469 -1.870 -0.105 -0.001 -0.092
H 2.515 0.515 -2.678 -0.039 -0.048 -0.099
H 5.084 -1.386 -1.288 -0.012 -0.152 -0.043
H 4.444 2.349 2.511 0.022 0.032 0.100
H 3.039 3.114 -2.592 -0.013 0.049 -0.122
H -3.301 2.253 0.947 -0.038 -0.011 -0.089
H -5.191 0.771 0.293 0.117 -0.099 -0.030
H -3.738 1.501 2.869 -0.017 0.090 0.062
H 2.273 3.958 -1.243 -0.028 0.065 -0.008
H -3.121 1.750 -0.747 -0.054 -0.002 0.192
H 2.248 -2.579 -1.522 0.000 -0.047 -0.163
```
Forces are in eV/Å.

---

2.
DFT (ωB97M-V with the def2-TZVPD basis set) results for C21H28CoN3O2 as an isolated structure at a distorted geometry.

Its charge is 0. As for the spin multiplicity: 5. The HOMO-LUMO gap (alpha / beta) is 8.515 / 6.904 eV.

The geometry in XYZ format:
```
55
Properties=species:S:1:pos:R:3:forces:R:3
Co -1.214 0.016 1.681 0.603 0.253 0.108
O 3.334 0.114 -1.607 -1.047 -1.178 0.356
O -1.851 1.273 -1.433 -0.202 1.355 -2.365
N -4.905 1.179 5.244 0.164 -0.269 -2.501
N -2.725 0.875 1.379 -3.614 1.524 0.816
N -4.735 1.144 2.751 0.360 -0.394 -0.138
C -4.804 1.126 4.071 -0.179 0.420 2.750
C -1.845 -2.059 0.264 -0.906 -0.461 1.039
C 5.183 -1.232 -0.620 0.504 0.073 -0.298
C 2.618 -1.743 -0.663 -0.327 0.499 -0.329
C 1.299 1.173 1.975 -1.679 0.527 0.651
C -1.895 2.177 -3.772 -0.022 -0.575 0.487
C -0.643 0.976 -2.134 0.722 -0.885 -0.641
C 0.600 2.393 1.854 0.845 -0.126 0.161
C 3.845 -1.972 -2.860 0.473 0.028 -0.350
C -3.648 0.966 2.137 0.441 0.473 -1.362
C 3.874 -1.239 -1.493 0.012 -0.866 0.438
C -0.526 2.358 2.699 0.448 -0.374 0.951
C -2.707 1.935 -2.446 -0.258 0.674 -0.261
C -0.464 1.777 -3.452 -0.030 -0.344 0.844
C -1.470 -1.871 2.568 0.448 -0.791 -0.756
C -2.846 -2.121 2.346 0.806 -0.523 -0.524
C -0.810 -1.837 1.240 0.121 -1.673 0.725
C -3.067 -2.274 0.962 0.951 -0.025 -1.104
C 2.293 -0.271 -0.651 -0.225 1.113 0.869
C 0.467 0.249 2.734 0.866 1.564 2.334
C -0.561 1.082 3.384 1.131 -0.289 -0.773
H 0.979 3.293 1.369 -0.238 -0.403 -0.018
H 0.246 2.614 -3.322 -0.480 -0.336 -0.123
H -3.569 -2.317 3.118 -0.176 0.294 0.128
H 0.241 -2.085 1.075 -0.357 0.252 0.046
H -0.725 -0.097 -2.468 0.527 0.588 0.729
H 2.504 0.292 0.273 -0.023 -0.749 -0.554
H 2.346 1.004 1.865 0.268 -0.025 -0.664
H 5.827 -0.332 -0.707 -0.744 -0.233 -0.473
H -0.976 -1.902 3.542 -0.244 0.009 -0.466
H -2.244 1.470 -4.531 -0.250 0.455 -0.058
H -3.983 -2.606 0.484 0.012 0.456 0.165
H 4.510 -1.563 -3.677 -0.522 -0.364 1.111
H 0.818 -0.710 3.124 0.056 0.548 -0.038
H -1.685 -2.072 -0.812 -0.142 -0.023 0.288
H -1.181 3.201 2.928 0.162 -0.393 -0.251
H -0.088 1.075 -4.209 0.201 0.464 0.170
H 0.248 1.205 -1.526 -0.747 -0.508 0.129
H -1.909 3.204 -4.142 -0.494 -0.149 0.054
H 5.856 -2.055 -0.877 -0.233 -0.169 -0.116
H 1.881 -2.263 -1.303 0.543 0.059 0.228
H 2.568 -2.209 0.334 0.933 -0.046 -0.446
H 2.815 -2.055 -3.284 0.655 0.643 0.496
H -3.038 2.921 -2.061 0.134 -0.674 0.175
H -3.619 1.345 -2.708 0.739 0.147 0.650
H 4.081 -3.022 -2.650 0.433 0.100 -0.157
H -0.958 0.903 4.394 -0.419 -0.178 -0.957
H 1.231 -0.115 -0.864 0.515 0.510 -0.564
H 5.029 -1.320 0.473 -0.516 -0.005 -0.613
```
Forces are in eV/Å.

---

3.
DFT (ωB97M-V with the def2-TZVPD basis set) results for C23H30AsN4O3RuSSi2 as an isolated structure at a distorted geometry.

Its charge is 0. As for the spin multiplicity: 6. Its energy above the lowest of the compared OMol25 structures with the same formula, charge and spin is 0.1769 eV. The HOMO-LUMO gap (alpha / beta) is 7.022 / 6.271 eV.

The geometry in XYZ format:
```
65
Properties=species:S:1:pos:R:3:forces:R:3
Ru 9.773 9.991 9.761 0.384 -0.139 -0.419
As 10.294 12.309 8.542 0.085 0.177 0.257
S 11.008 7.920 10.576 0.218 0.077 -0.616
Si 11.824 13.898 9.413 0.236 -0.719 -0.411
Si 8.559 13.442 7.374 0.214 -0.228 0.615
O 11.350 9.399 8.013 -0.124 0.404 -0.047
O 5.466 11.142 9.628 1.171 -0.810 -0.137
O 6.918 12.692 11.697 -1.137 0.945 0.108
N 9.892 10.762 11.904 0.790 -0.676 0.067
N 8.219 9.263 8.341 0.163 -1.162 -1.651
N 12.049 8.302 8.107 1.035 -0.712 0.011
N 7.647 10.915 10.380 0.998 -0.858 -0.439
C 7.643 12.130 6.448 -0.071 -0.600 0.329
C 7.401 14.225 8.606 0.216 -0.182 0.584
C 12.975 7.991 7.141 0.012 -0.004 -0.172
C 5.921 8.953 7.742 1.411 0.470 -0.428
C 6.262 8.059 6.719 -0.644 0.718 1.303
C 10.905 10.822 14.090 -1.158 0.525 -2.427
C 11.970 7.506 9.193 -0.294 -0.948 0.620
C 12.592 13.150 10.968 0.083 -0.203 0.458
C 13.234 14.521 8.344 -0.006 0.873 0.400
C 10.883 10.385 12.743 -0.327 1.049 1.135
C 13.746 6.846 7.136 -1.046 0.545 0.323
C 8.919 12.149 13.540 -0.181 -0.106 -0.037
C 9.279 14.716 6.226 -0.794 -0.194 -1.389
C 8.568 8.347 7.372 -2.002 0.810 0.643
C 13.546 5.908 8.165 -0.035 1.547 -0.599
C 7.603 7.727 6.578 0.451 0.247 0.030
C 8.914 11.580 12.268 -0.478 0.390 1.062
C 10.850 15.361 9.946 -0.506 0.554 0.122
C 12.697 6.284 9.149 -0.341 -0.273 1.496
C 9.909 11.731 14.410 0.225 0.161 1.466
C 6.937 9.588 8.484 -0.510 -0.434 0.803
C 6.600 10.648 9.603 -1.797 0.225 -1.338
C 7.661 11.810 11.382 1.873 -0.641 0.453
H 14.067 4.998 8.290 0.593 -0.780 -0.290
H 6.756 14.885 8.050 -0.726 0.087 -0.303
H 9.958 12.069 15.449 -0.403 0.297 -0.350
H 10.191 15.843 9.216 0.072 -0.347 0.019
H 11.639 10.621 14.832 0.613 -0.584 0.095
H 8.437 15.156 5.642 0.341 -0.163 0.403
H 13.054 8.738 6.366 -0.083 0.052 0.027
H 12.874 14.010 11.620 -0.193 -0.594 -0.250
H 8.358 11.355 6.089 -0.807 0.128 0.409
H 7.949 14.908 9.236 0.385 0.232 0.396
H 9.606 8.169 7.215 0.539 -0.084 0.198
H 6.799 11.779 7.103 0.970 -0.124 -0.711
H 10.267 15.082 10.824 -0.169 0.121 0.049
H 12.934 15.318 7.639 0.020 -0.079 0.589
H 9.954 14.316 5.447 -0.095 0.046 0.574
H 13.771 13.830 7.726 0.320 -0.726 -0.015
H 8.125 12.842 13.839 0.396 -0.330 -0.205
H 13.924 14.923 9.137 -0.345 -0.083 -0.935
H 7.192 12.575 5.578 -0.285 0.230 -0.513
H 5.427 7.677 6.128 0.607 -0.239 -0.025
H 12.663 5.614 10.017 -0.472 0.530 -0.260
H 14.433 6.756 6.327 0.422 -0.322 -0.357
H 13.520 12.571 10.778 -0.534 0.282 -0.033
H 9.744 15.524 6.746 0.516 0.557 0.363
H 11.688 9.801 12.325 -0.123 -0.265 -0.127
H 7.924 6.997 5.850 0.044 0.010 -0.145
H 11.555 16.130 10.242 0.250 0.241 0.269
H 6.831 13.569 9.301 0.271 0.256 -0.748
H 4.924 9.266 7.928 -0.762 0.153 0.093
H 11.887 12.481 11.522 0.522 0.672 -0.394
```
Forces are in eV/Å.

---

- Number 2 is which compound?
  C21H28CoN3O2